# 1
Molecular formula: C8H19IN2O
Method: DFT, ωB97M-V/def2-TZVPD

Atoms and positions in Å:
C 4.908 2.434 0.541
C 3.526 0.998 -1.996
C -3.299 0.217 0.945
C -3.147 -2.176 0.624
C -0.130 0.152 0.625
C 1.048 0.167 -0.355
C -1.212 -0.798 0.094
C 3.516 0.738 -0.527
N 2.193 1.000 0.128
N -2.397 -0.952 0.982
O 4.296 3.099 1.261
I 4.321 -1.132 0.144
H 5.921 2.284 0.196
H 3.114 1.981 -2.227
H 2.974 0.247 -2.565
H 4.552 0.975 -2.360
H -2.774 1.129 1.220
H -3.716 0.333 -0.054
H -4.122 0.077 1.644
H -4.029 -2.277 1.254
H -3.469 -2.121 -0.414
H -2.529 -3.063 0.757
H -0.524 1.166 0.740
H 0.217 -0.203 1.600
H 0.732 0.550 -1.327
H 1.432 -0.849 -0.488
H -1.571 -0.455 -0.879
H -0.768 -1.788 -0.037
H 1.974 1.998 0.006
H 2.320 0.835 1.136
H -2.067 -1.061 1.949

Results
Charge = +2
Energy above the lowest of the compared OMol25 structures with the same formula, charge and spin = 0.0 kJ/mol
E_tot = -797.9733 Eh
Largest force on an atom = 3.2 eV Å⁻¹
E_LUMO (alpha / beta) = -6.1 / -6.1 eV
Orbital gap (alpha / beta) = 8.4537 / 8.4585 eV


# 2
Molecular formula: C19H16IN6O2Se2V
Method: DFT, ωB97M-V/def2-TZVPD

Atoms and positions in Å:
V 0.192 1.155 -0.453
O -1.788 0.930 -0.714
N -2.270 -0.219 -0.369
N -1.401 -0.997 0.123
O -0.121 -0.655 0.244
C -1.792 -2.339 0.525
C -3.128 -2.709 0.506
C -3.467 -3.994 0.889
C -2.486 -4.894 1.287
C -1.157 -4.501 1.303
C -0.798 -3.213 0.920
H -3.886 -2.001 0.197
H -4.507 -4.294 0.878
H -2.760 -5.899 1.586
H -0.386 -5.197 1.614
H 0.231 -2.887 0.927
Se 1.504 -1.804 -2.176
Se 3.391 -0.546 -1.796
C 3.220 0.600 -0.241
C 4.388 0.686 0.502
C 4.557 1.730 1.398
C 3.563 2.685 1.506
C 2.412 2.509 0.772
N 2.190 1.454 -0.051
C 0.441 -0.446 -3.029
C -0.152 -0.715 -4.252
C -0.782 0.312 -4.931
C -0.750 1.589 -4.397
C -0.174 1.768 -3.162
N 0.363 0.760 -2.442
H 5.161 -0.054 0.354
H 5.462 1.805 1.989
H 3.666 3.544 2.154
H 1.620 3.235 0.842
H -0.086 -1.709 -4.672
H -1.248 0.129 -5.893
H -1.163 2.435 -4.932
H -0.128 2.755 -2.717
I -0.509 1.519 5.718
C -0.704 1.891 3.709
C -1.566 2.771 3.106
N -1.339 2.684 1.781
N -0.384 1.778 1.477
C 0.003 1.294 2.656
H -2.317 3.430 3.521
H -1.875 3.096 1.042
H 0.760 0.527 2.700

Results
Expectation value of S² = 3.7609
Charge = +1
Energy above the lowest of the compared OMol25 structures with the same formula, charge and spin = 96.2 kJ/mol
E_tot = -7256.9522 Eh
Largest force on an atom = 1.8 eV Å⁻¹
E_LUMO (alpha / beta) = -3.1 / -3.3 eV
Orbital gap (alpha / beta) = 6.8602 / 7.7402 eV
2S+1 = 4


# 3
Molecular formula: C3H8N2
Method: DFT, ωB97M-V/def2-TZVPD

Atoms and positions in Å:
C 1.756 -0.512 0.013
C 0.382 0.092 0.142
N 0.325 1.472 -0.121
N -1.995 -0.102 -0.162
C -0.755 -0.658 0.001
H -0.557 1.964 -0.032
H 1.151 1.847 -0.570
H -2.564 0.096 0.654
H -2.647 -0.466 -0.851
H -0.744 -1.717 0.234
H 1.908 -1.215 -0.803
H 2.565 0.089 0.430
H 1.174 -0.891 1.066

Results
Energy above the lowest of the compared OMol25 structures with the same formula, charge and spin = 351.4 kJ/mol
SMILES = C/C(N)=C/N
E_tot = -228.5148 Eh
Largest force on an atom = 5.3 eV Å⁻¹
E_LUMO = 1.1 eV
Orbital gap = 8.4332 eV


# 4
Molecular formula: C6H15AlN2O
Method: DFT, ωB97M-V/def2-TZVPD

Atoms and positions in Å:
O 1.984 -2.249 0.812
Al 3.703 -1.991 1.151
H 1.469 -2.403 1.612
H 3.914 -0.358 0.921
H 3.943 -2.428 2.714
H 4.581 -2.830 0.077
C -3.111 2.371 -0.034
C -1.867 2.110 0.790
N -0.963 1.137 0.162
C 0.371 0.988 0.489
C 0.853 -0.030 -0.262
N -0.186 -0.490 -1.026
C -1.274 0.228 -0.756
C -0.067 -1.619 -1.946
H -3.739 1.484 -0.122
H -3.701 3.137 0.465
H -2.861 2.729 -1.033
H -2.125 1.736 1.780
H -1.284 3.020 0.920
H 0.862 1.585 1.235
H 1.813 -0.513 -0.275
H -2.241 0.085 -1.201
H -0.271 -1.300 -2.966
H -0.749 -2.412 -1.651
H 0.950 -1.987 -1.856

Results
E_tot = -664.7494 Eh
Largest force on an atom = 1.0 eV Å⁻¹
E_LUMO = -0.2 eV
Orbital gap = 7.1729 eV


# 5
Molecular formula: C22H50N2O4
Method: DFT, ωB97M-V/def2-TZVPD

Atoms and positions in Å:
C 10.370 -13.955 0.591
O 9.259 -14.275 -0.224
H 11.246 -13.681 0.074
H 10.063 -13.115 1.256
H 10.665 -14.819 1.259
H 8.520 -14.276 0.397
C 9.570 -19.967 1.455
C 11.029 -19.548 2.070
C 11.863 -20.847 2.107
C 13.374 -20.630 2.055
C 13.761 -19.598 1.029
C 13.106 -18.246 1.312
N 11.655 -18.546 1.265
O 10.951 -17.296 1.422
C 13.626 -17.592 2.602
C 13.472 -17.407 0.111
C 10.696 -19.072 3.526
H 9.656 -20.417 0.479
H 8.970 -19.045 1.383
H 9.093 -20.542 2.232
H 11.704 -21.483 2.998
H 11.536 -21.429 1.224
H 13.982 -21.504 1.873
H 13.639 -20.318 3.081
H 13.319 -19.975 0.057
H 14.852 -19.465 0.972
H 14.656 -17.269 2.522
H 13.037 -16.684 2.805
H 13.587 -18.293 3.429
H 13.061 -16.385 0.153
H 14.544 -17.271 0.079
H 13.223 -17.846 -0.819
H 11.588 -19.114 4.149
H 9.982 -19.763 3.945
H 10.235 -18.090 3.457
H 10.359 -17.263 0.604
C 8.040 -11.409 3.250
C 6.788 -12.272 3.523
C 5.641 -11.294 3.887
C 5.105 -10.581 2.751
C 4.563 -11.484 1.665
C 5.713 -12.487 1.142
N 6.296 -13.083 2.380
O 7.347 -14.007 1.990
C 5.020 -13.615 0.240
C 6.796 -11.703 0.365
C 7.048 -13.329 4.631
H 8.838 -11.922 2.715
H 8.420 -11.044 4.223
H 7.778 -10.513 2.650
H 4.839 -11.871 4.405
H 5.989 -10.594 4.658
H 5.819 -9.873 2.294
H 4.353 -9.970 3.209
H 4.295 -10.913 0.789
H 3.743 -12.089 1.956
H 4.488 -14.298 0.958
H 4.271 -13.120 -0.407
H 5.752 -14.097 -0.403
H 6.274 -11.416 -0.541
H 7.137 -10.873 0.946
H 7.653 -12.362 0.118
H 6.226 -14.052 4.829
H 7.293 -12.706 5.463
H 7.947 -13.938 4.439
H 7.104 -14.785 2.522
C 10.791 -19.075 -2.188
C 10.555 -17.558 -2.356
C 9.916 -17.220 -3.663
O 9.764 -17.193 -1.213
H 9.866 -19.664 -2.335
H 11.301 -19.305 -1.252
H 11.503 -19.330 -2.997
H 11.519 -16.997 -2.255
H 8.899 -17.461 -3.652
H 10.327 -17.843 -4.472
H 9.958 -16.198 -3.937
H 9.537 -16.232 -1.094

Results
Energy above the lowest of the compared OMol25 structures with the same formula, charge and spin = 0.0 kJ/mol
SMILES = CC1(C)CCCC(C)(C)N1O.CC1(C)CCCC(C)(C)N1O.CC(C)O.CO
E_tot = -1278.5786 Eh
Largest force on an atom = 3.5 eV Å⁻¹
E_LUMO = 0.6 eV
Orbital gap = 8.6872 eV


# 6
Molecular formula: C12H13N3
Method: DFT, ωB97M-V/def2-TZVPD

Atoms and positions in Å:
C -3.374 0.097 1.400
C -3.348 -1.255 1.140
C -2.559 0.942 0.721
C 2.776 0.211 0.057
C -2.414 -1.746 0.251
C -1.747 0.316 -0.309
C 2.252 -0.879 -0.644
C 1.647 0.703 0.780
C -0.513 1.676 -2.113
C -1.044 1.061 -1.205
C 2.840 -1.693 -1.757
C 1.554 1.857 1.773
N -1.645 -1.023 -0.469
N 0.932 -0.918 -0.427
N 0.524 0.017 0.487
H -4.028 0.502 2.190
H -4.180 -1.914 1.551
H -2.717 1.982 0.770
H 3.583 0.884 -0.178
H -2.455 -2.822 0.028
H 0.288 -1.381 -1.037
H -0.206 2.406 -2.808
H 2.978 -1.012 -2.623
H 3.905 -1.929 -1.566
H 2.159 -2.472 -1.873
H 2.128 1.471 2.659
H 2.174 2.750 1.439
H 0.489 2.167 1.762

Results
Energy above the lowest of the compared OMol25 structures with the same formula, charge and spin = 312.1 kJ/mol
SMILES = Cc1cc(C)[nH]n1.C#Cc1ccccn1
E_tot = -629.1865 Eh
Largest force on an atom = 5.1 eV Å⁻¹
E_LUMO = 0.5 eV
Orbital gap = 8.9422 eV


# 7
Molecular formula: CH3ClNO2Pd
Method: DFT, ωB97M-V/def2-TZVPD

Atoms and positions in Å:
Pd 1.880 2.603 0.667
Cl 0.383 1.569 0.951
C -0.075 -0.747 0.409
N -0.617 -0.416 -0.933
O 0.115 -0.218 -1.982
O -1.802 -0.444 -1.037
H -0.787 -0.210 1.037
H 0.917 -0.302 0.487
H -0.013 -1.835 0.401

Results
Expectation value of S² = 2.0050
Charge = +1
Energy above the lowest of the compared OMol25 structures with the same formula, charge and spin = 236.0 kJ/mol
E_tot = -832.6047 Eh
Largest force on an atom = 11.4 eV Å⁻¹
E_LUMO (alpha / beta) = -6.2 / -9.2 eV
Orbital gap (alpha / beta) = 8.3053 / 5.3216 eV
2S+1 = 3


# 8
Molecular formula: C3H3NO3
Method: DFT, ωB97M-V/def2-TZVPD

Atoms and positions in Å:
N 1.393 -1.233 -0.651
C 0.445 -0.454 -0.381
O -0.616 -0.809 0.437
C -1.049 0.137 1.314
O -0.526 1.199 1.485
C 0.354 0.872 -1.102
O -0.693 1.302 -1.511
H 1.287 -2.130 -0.174
H -1.923 -0.246 1.854
H 1.328 1.362 -1.271

Results
Energy above the lowest of the compared OMol25 structures with the same formula, charge and spin = 151.0 kJ/mol
SMILES = [H]/N=C(/C=O)OC=O
E_tot = -396.5669 Eh
Largest force on an atom = 0.6 eV Å⁻¹
E_LUMO = 0.0 eV
Orbital gap = 10.6069 eV


- Among the records above, which one has the highest largest force on an atom?
  CH3ClNO2Pd